(1)
Computed, not measured: a cluster of 15 separate species, C52H100N4O33 in total in a non-equilibrium geometry, with the ωB97M-V functional and the def2-TZVPD basis.

Values from the calculation:
- orbital gap (hartree) = 0.383
- total charge = 0
- spin multiplicity = 1

Last column: Mulliken charge in e.
Element x y z (Å)
O: 2.315 -5.093 0.315  -0.401
O: 6.034 -3.965 2.454  -0.498
O: 2.790 1.187 6.630  -0.599
O: 7.300 -4.459 -1.729  -0.366
O: 2.438 6.444 -3.306  -0.638
O: -1.929 -0.408 3.984  -0.501
O: -4.693 -5.592 5.126  -0.357
O: 0.716 1.001 7.343  -0.261
O: 5.826 -4.228 -3.527  -0.601
O: -8.605 2.193 -5.972  -0.600
O: -7.868 0.127 -5.169  -0.319
O: 0.687 4.845 0.870  -0.198
O: -1.792 -0.042 -0.460  0.689
O: 4.085 6.005 -1.793  -0.214
O: -5.382 -4.203 3.539  -0.240
O: 2.288 0.668 -7.364  -0.353
O: -2.792 0.970 5.444  -0.293
O: -8.306 0.183 -7.243  -0.314
O: -0.331 0.251 -2.246  -0.247
O: 6.885 -3.312 4.526  -0.316
O: 0.519 -4.270 -0.389  -0.430
O: 2.484 4.514 -1.979  -0.119
O: 2.043 -2.845 0.721  -0.500
O: 0.326 0.084 -0.026  0.788
O: -2.770 1.555 3.255  -0.567
O: 2.678 0.226 -5.265  -0.447
O: 1.449 6.862 0.608  -0.220
O: 5.584 -1.988 3.455  -0.376
O: 6.149 -2.520 -2.047  -0.324
O: 0.973 1.652 5.275  -0.283
O: -5.500 -6.536 3.249  -0.560
O: -0.719 6.663 1.336  -0.629
O: 0.797 -0.531 -6.340  -0.363
N: 4.907 0.981 -0.286  -0.446
N: -1.437 5.709 -4.005  -0.478
N: -5.824 3.370 -0.507  -0.525
N: -5.577 -2.702 -1.204  -0.351
C: -6.577 -4.821 -2.319  -0.984
C: -1.745 -0.922 2.720  0.335
C: 7.837 -3.896 -0.508  -0.163
C: -4.103 -4.503 5.831  -0.543
C: -5.940 2.961 0.594  0.483
C: -5.220 -5.537 3.879  0.674
C: 1.605 1.178 6.391  0.768
C: 1.983 0.146 -6.212  0.789
C: -6.025 -3.660 -1.662  0.449
C: 1.189 3.992 -2.407  0.899
C: -0.576 -3.517 -0.435  -0.147
C: 1.117 0.627 8.663  -0.831
C: -8.247 0.971 -6.090  0.761
C: -4.103 0.263 -0.240  0.383
C: -0.215 3.821 1.186  -0.090
C: -2.861 0.731 7.900  -1.442
C: 6.363 -3.769 -2.503  0.669
C: 0.236 -1.129 -5.160  0.113
C: -1.499 3.674 0.288  -0.037
C: 5.336 -1.661 -2.786  -0.170
C: 4.874 7.083 -2.178  -0.788
C: 1.681 2.062 4.096  -0.369
C: 2.991 5.731 -2.435  0.595
C: 1.680 0.404 -0.314  0.276
C: 3.675 -5.172 0.775  0.560
C: 7.848 -4.312 4.683  -0.133
C: 4.213 -6.607 0.530  -1.407
C: -2.840 3.575 -3.457  0.266
C: -1.254 -0.731 -5.094  -0.942
C: -8.754 0.751 -8.463  -0.666
C: 3.860 -2.037 -2.294  -0.234
C: 0.428 6.171 1.044  0.617
C: 1.408 3.179 -3.670  -0.629
C: 3.599 0.935 -7.677  -0.692
C: 8.852 -3.911 5.780  -1.192
C: -5.676 -2.422 1.956  -0.874
C: -0.606 0.097 -1.020  -0.592
C: 4.875 -1.471 2.340  -0.072
C: 5.056 1.662 -1.232  0.518
C: 5.228 2.537 -2.401  -0.578
C: -2.066 4.796 -3.765  0.130
C: 1.491 8.263 0.690  -0.825
C: -2.493 0.110 6.547  0.322
C: -2.526 0.736 4.133  0.770
C: -6.090 2.463 1.986  -0.500
C: -7.462 0.752 -3.939  -0.523
C: 6.118 -3.207 3.406  0.659
C: 2.259 0.864 3.379  -0.624
C: -6.123 -3.805 2.401  -0.561
C: 1.682 -3.945 0.264  0.704
C: -6.018 1.138 -3.942  -0.513
C: -2.947 0.114 -1.240  0.473
H: 0.962 8.594 1.584  0.405
H: 5.540 -1.609 -3.856  0.401
H: -3.943 1.036 0.512  -0.402
H: -0.715 -3.152 -1.453  0.171
H: -2.388 1.676 8.166  0.308
H: 5.502 3.571 -2.191  0.183
H: -4.691 -2.430 1.488  0.059
H: -8.082 1.603 -3.656  0.364
H: -7.917 0.880 -9.150  0.247
H: 4.532 -6.754 -0.501  0.317
H: 1.587 3.796 -4.552  0.501
H: -2.135 2.878 0.674  -0.284
H: 3.745 1.603 -8.526  0.274
H: 0.352 2.892 1.246  -0.487
H: 2.795 1.096 2.459  0.241
H: -1.674 -2.010 2.737  0.376
H: -7.629 -4.846 -2.033  0.296
H: 8.307 -4.573 3.730  0.285
H: -1.472 -4.111 -0.254  0.409
H: -5.463 0.339 -4.434  0.338
H: 1.091 8.756 -0.196  0.286
H: -4.858 -3.731 5.980  0.284
H: -2.289 2.658 -3.666  -0.151
H: 2.486 2.792 4.180  0.356
H: 3.540 -7.442 0.727  0.395
H: 5.093 -6.798 1.145  0.321
H: 8.318 -2.926 -0.638  0.320
H: 5.885 6.777 -1.910  0.272
H: 4.260 -4.509 0.138  -0.184
H: 3.712 -3.117 -2.301  0.371
H: -9.454 0.098 -8.983  0.239
H: -3.697 3.560 -4.131  0.255
H: 6.954 -3.628 0.073  -0.142
H: -7.085 2.799 2.277  0.388
H: -1.411 -0.023 6.576  0.109
H: -1.731 -1.217 -5.945  0.451
H: 8.364 -3.636 6.715  0.304
H: -7.577 -0.014 -3.172  0.346
H: -5.993 -5.663 -1.946  0.295
H: 0.732 3.397 -1.616  -1.269
H: -6.257 1.386 1.950  0.066
H: 4.995 -0.388 2.298  0.308
H: 4.360 2.511 -3.060  -0.064
H: -0.586 -2.723 0.311  -0.064
H: -3.694 -4.816 6.791  0.335
H: -1.286 3.376 -0.738  -0.184
H: -3.070 -0.665 -1.993  0.322
H: -7.201 -3.815 2.564  0.337
H: 7.255 -5.172 4.995  0.266
H: 0.313 -2.209 -5.292  0.372
H: -3.002 -0.839 6.376  0.139
H: -1.643 -1.157 -4.169  0.123
H: -5.083 0.335 -0.710  0.476
H: 4.542 7.987 -1.668  0.270
H: 5.578 -0.621 -2.570  -0.084
H: 3.805 -1.642 2.459  0.004
H: 2.322 2.586 -3.644  -0.285
H: -3.367 -3.915 5.283  0.206
H: 3.727 -1.579 -1.314  -0.104
H: -5.858 2.095 -4.437  0.278
H: 0.620 -0.731 -4.221  -0.065
H: -5.995 -4.358 1.470  0.308
H: 4.990 7.189 -3.257  0.363
H: -1.402 0.345 -5.007  0.145
H: -9.223 1.724 -8.314  0.338
H: 5.164 -1.846 1.358  0.135
H: -3.138 3.491 -2.412  0.048
H: 2.104 1.015 8.912  0.378
H: 1.875 1.459 -0.507  0.072
H: -2.522 -0.472 2.102  -0.019
H: 1.042 2.686 3.471  0.095
H: -5.745 -1.744 2.807  0.391
H: 0.647 4.913 -2.622  0.678
H: -6.570 -4.747 -3.406  0.347
H: 1.820 -0.168 -1.231  -0.060
H: 4.241 0.057 -7.747  0.315
H: 2.521 8.538 0.915  0.271
H: 9.617 -4.685 5.844  0.363
H: 3.028 -1.638 -2.874  0.101
H: 3.752 -4.842 1.811  0.214
H: -5.292 2.725 2.682  0.198
H: 4.076 1.442 -6.838  0.237
H: 1.074 -0.461 8.715  0.320
H: 1.419 0.227 3.103  0.025
H: -6.272 -2.050 1.123  0.479
H: 2.274 0.030 0.520  -0.593
H: 0.513 2.558 -3.671  0.139
H: 9.434 -3.017 5.555  0.319
H: -4.136 -0.642 0.366  -0.819
H: 8.444 -4.583 0.081  0.248
H: -3.932 0.924 7.829  0.384
H: -0.449 3.945 2.243  0.780
H: -0.796 -0.586 2.302  -0.395
H: -5.742 1.169 -2.888  -0.008
H: 2.989 0.272 3.931  0.591
H: -2.654 0.131 8.786  0.387
H: 6.071 2.232 -3.020  0.443
H: -2.069 4.581 0.489  0.622
H: 0.390 0.984 9.393  0.240
H: -2.838 1.035 -1.814  -0.614


(2)
Computed, not measured: a cluster of 15 separate species, C52H112N8O15 in total in a non-equilibrium geometry, with the ωB97M-V functional and the def2-TZVPD basis.

Values from the calculation:
- relative energy (zero: lowest compared OMol25 entry of this formula, charge and spin) (kJ/mol) = 205.7
- orbital gap (hartree) = 0.334
- total charge = 0
- spin multiplicity = 1

Last column: Mulliken charge in e.
Element x y z (Å)
O: -4.017 5.234 -3.260  -0.646
O: 1.431 -6.479 -0.696  -0.585
O: -4.517 -0.799 -0.341  0.033
O: 0.081 4.611 4.694  -0.564
O: 5.923 0.964 1.289  -0.526
O: -1.756 -5.195 4.417  -0.693
O: -0.035 -0.353 -5.125  -0.469
O: 3.940 -3.934 2.400  -0.485
O: 3.155 -1.171 -1.603  -0.185
O: -0.411 4.111 -8.115  -0.678
O: 1.321 -0.279 4.074  -0.369
O: -2.718 -1.060 4.505  -0.345
O: 2.789 3.707 -4.702  -0.433
O: 0.379 2.111 -1.480  0.039
O: -4.234 4.543 4.204  -0.480
N: 0.676 3.830 2.659  0.492
N: 1.145 -1.640 5.903  0.352
N: -0.316 -4.789 2.726  0.297
N: -1.063 3.833 -5.912  0.211
N: 0.532 -5.092 -2.262  0.294
N: -3.535 3.202 -2.406  0.338
N: 0.152 0.390 -0.090  0.877
N: 4.284 -0.679 -3.490  0.495
C: -3.311 -2.079 5.334  -0.408
C: -0.855 -4.507 3.924  0.258
C: -5.783 -0.308 0.099  -0.275
C: -4.580 -2.143 -0.629  -0.266
C: 0.733 4.167 1.270  -0.515
C: -0.680 -5.952 1.935  -1.055
C: 4.653 0.932 0.715  0.848
C: 5.429 -1.010 -4.351  -1.096
C: -4.523 2.934 2.535  0.559
C: -1.112 -0.361 -6.101  -0.489
C: 4.381 4.421 -3.187  -0.983
C: 0.691 -0.700 5.056  -0.072
C: -6.790 -1.223 -0.456  -0.643
C: 5.342 -2.809 0.929  -0.404
C: -1.839 -1.322 -4.051  0.832
C: 0.593 -6.235 -1.577  0.109
C: 5.250 -4.532 2.523  -0.585
C: -0.362 3.520 -7.008  0.187
C: 4.347 1.629 2.840  -0.319
C: 3.986 -2.752 1.594  1.606
C: 0.600 4.762 3.609  0.078
C: -2.390 -0.803 -5.320  -0.729
C: -3.692 1.736 -2.428  -0.118
C: -4.489 -2.472 4.449  -0.943
C: 2.105 4.030 -3.483  0.755
C: 0.507 2.381 2.912  -0.112
C: 4.024 -1.461 -2.402  -0.209
C: -3.392 3.462 4.642  -0.545
C: 0.636 -3.880 2.078  -0.514
C: 0.770 -0.522 0.852  0.647
C: -5.166 4.034 3.292  -0.645
C: -0.560 -0.552 -3.847  1.812
C: -2.154 4.815 -5.944  -1.005
C: 0.358 -2.106 7.006  -0.996
C: 1.527 -4.010 -2.054  -0.912
C: -0.564 -4.725 -3.113  -0.731
C: -0.960 2.989 -4.709  -0.298
C: -4.129 4.005 -3.330  0.028
C: -1.273 0.597 0.037  0.663
C: 3.181 4.028 -2.420  0.849
C: -3.479 2.410 3.510  1.599
C: 4.187 3.904 -4.591  -0.405
C: 6.111 -3.366 2.128  -0.705
C: 3.544 0.520 -3.871  -0.743
C: 0.889 1.222 -0.870  0.382
C: 5.814 1.354 2.656  -0.676
C: -2.759 -1.496 3.123  1.631
C: 2.432 -2.295 5.851  -0.856
C: -3.927 -2.505 3.038  0.312
C: -2.740 3.764 -1.357  -0.040
C: 3.891 1.950 1.457  1.544
C: -5.999 -2.550 -0.267  -0.767
H: -1.147 -5.626 -3.314  0.344
H: 2.165 -4.177 -1.187  0.121
H: 2.315 -3.366 5.685  0.331
H: -1.346 -5.583 1.153  0.259
H: 4.221 2.948 1.164  0.331
H: 1.640 3.726 0.849  0.036
H: 1.968 1.005 -0.918  -0.241
H: -4.497 -2.292 -1.709  0.187
H: -0.435 -3.595 4.376  0.364
H: -2.321 5.337 -6.885  0.439
H: 3.203 -2.583 0.853  -0.831
H: 4.792 -2.243 -2.298  0.123
H: -1.802 -1.939 2.839  -1.115
H: -4.749 -2.278 2.361  -0.592
H: 1.386 3.240 -3.275  -0.990
H: -3.708 1.439 3.951  -0.232
H: 3.038 -2.058 4.974  0.050
H: 0.114 -1.066 -3.160  -0.463
H: 4.199 2.462 3.527  0.600
H: 6.173 -2.566 2.867  0.179
H: 1.495 1.922 2.921  0.265
H: -3.871 3.101 5.555  0.276
H: 4.766 1.080 -0.360  -0.082
H: -0.830 0.369 -3.323  -1.097
H: -0.345 -0.393 5.263  0.194
H: -2.504 -1.147 -3.203  -0.778
H: 6.121 -0.171 -4.414  0.302
H: -4.200 1.330 -3.302  0.413
H: 2.189 -3.905 -2.914  0.575
H: 4.782 2.994 -4.677  0.166
H: 1.671 -0.052 1.247  -0.440
H: 0.396 -3.687 1.031  0.210
H: 4.479 4.692 -5.285  0.421
H: 5.304 -3.568 0.145  0.285
H: -0.073 3.784 0.642  -0.124
H: -2.936 -1.526 -5.925  0.524
H: -1.956 2.541 -4.726  0.254
H: 7.129 -3.600 1.816  0.457
H: -2.760 1.166 -2.447  -0.369
H: -0.258 2.179 -4.906  -0.155
H: 0.801 5.245 1.121  0.486
H: 0.200 -6.413 1.488  0.346
H: -6.462 -3.289 -0.922  0.448
H: 3.322 3.040 -1.975  -0.873
H: -1.783 -2.406 -4.162  0.180
H: 3.983 -1.841 2.198  -0.334
H: 2.914 4.735 -1.636  0.512
H: 1.143 -1.418 0.352  -0.072
H: -0.139 1.893 2.184  -1.003
H: 2.841 1.740 1.254  -1.325
H: 0.142 2.280 3.934  0.444
H: -5.978 0.728 -0.185  0.418
H: 1.002 -3.077 -1.846  0.054
H: -3.519 -1.678 6.325  0.407
H: 5.619 -1.841 0.515  0.231
H: -0.200 -4.368 -4.077  0.312
H: -1.566 1.065 0.978  -0.528
H: 1.684 5.036 -3.428  0.345
H: -3.113 4.376 -5.668  0.240
H: -1.024 -1.088 -6.908  0.410
H: 4.194 -0.050 0.858  -0.841
H: -1.252 -4.002 -2.673  0.193
H: -5.233 2.151 2.264  -0.109
H: 3.116 -2.057 6.667  0.366
H: -4.068 3.156 1.568  -0.370
H: -1.696 3.625 -1.644  -0.087
H: -1.204 -6.670 2.564  0.352
H: 4.048 1.391 -3.450  0.120
H: -4.695 3.420 -4.070  0.424
H: -2.499 2.340 3.034  -1.096
H: 2.501 0.533 -3.559  -0.125
H: 5.492 -5.370 1.867  0.269
H: -2.904 3.182 -0.450  -0.482
H: -4.134 1.369 -1.501  -0.098
H: -0.632 -1.653 6.960  0.240
H: -0.660 3.539 -3.820  0.068
H: -5.950 3.577 3.904  0.323
H: 4.319 5.512 -3.224  0.391
H: -7.774 -1.135 0.003  0.405
H: 5.984 -1.893 -4.035  0.314
H: 0.271 -3.192 7.043  0.357
H: 3.793 0.750 3.173  -0.192
H: 1.622 -4.345 2.060  0.514
H: -3.007 0.085 -5.178  0.008
H: 6.218 0.578 3.306  0.321
H: 5.351 -4.917 3.538  0.384
H: -1.625 1.301 -0.715  -1.367
H: 0.414 2.784 -6.750  0.405
H: 3.542 0.717 -4.944  0.491
H: -2.882 -0.579 2.547  -0.243
H: 5.355 4.256 -2.725  0.337
H: -1.979 5.640 -5.252  0.316
H: -6.915 -1.084 -1.531  0.291
H: -4.869 -3.441 4.776  0.435
H: -5.862 -0.343 1.189  0.070
H: 0.948 5.710 3.166  0.305
H: -5.261 -1.717 4.599  0.331
H: 0.721 -2.872 2.486  -0.234
H: -3.803 -2.701 -0.106  0.211
H: -3.495 -3.487 2.846  0.415
H: -6.082 -2.946 0.745  0.131
H: -1.339 0.599 -6.567  0.182
H: -5.619 4.772 2.630  0.398
H: -1.790 -0.353 -0.099  0.634
H: -0.231 -6.948 -1.735  0.280
H: 4.960 -1.262 -5.303  0.383
H: -2.404 3.815 4.936  0.308
H: 0.824 -1.787 7.940  0.369
H: -2.579 -2.879 5.463  0.112
H: 6.311 2.310 2.830  0.319
H: -2.973 4.818 -1.218  0.553
H: 0.080 -0.818 1.639  -0.587


> spin multiplicity of number 1 (C52H100N4O33)?

1


> What is the formula in the second record?

C52H112N8O15